1.
# C73H75F12N3O5S

A cluster of 10 separate species, C73H75F12N3O5S in total (wB97M-V/def2-TZVPD, the OMol25 dataset).

HOMO in eV: -9.10
Structure (SMILES): [H]/N=C(\C)C[C@@]1(CCCC)[C@@H](OCCNC[C@H](C)O)NC(=O)[C@]1(C#C)S(=O)(=O)C(F)(F)F.Fc1ccccc1.Fc1ccccc1.Fc1ccccc1.Fc1ccccc1.Fc1ccccc1.Fc1ccccc1.Fc1ccccc1.Fc1ccccc1.Fc1ccccc1
Strongest force on any atom in eV Å⁻¹: 1.60
Total charge: 0
Kohn-Sham gap in eV: 9.5

Element x y z (Å)
H 2.717 -2.007 -4.071
N 3.330 -1.212 -4.249
C 3.030 -0.243 -3.483
C 1.883 -0.326 -2.505
C 3.853 1.024 -3.683
C 4.209 1.915 -2.492
C 5.029 3.109 -3.076
C 4.287 3.981 -4.087
C 5.041 5.316 -4.300
C 4.459 6.429 -3.439
C 3.081 2.637 -1.698
O 1.799 2.511 -2.195
C 0.977 3.633 -1.895
C -0.371 3.481 -2.619
N -1.480 3.902 -1.758
C -2.483 2.852 -1.553
C -2.021 1.880 -0.451
C -1.705 0.455 -0.973
O -3.066 1.840 0.528
N 3.278 2.229 -0.272
C 4.666 2.194 -0.138
O 5.363 2.748 0.654
C 5.071 1.284 -1.360
C 4.664 -0.053 -0.893
C 4.328 -1.161 -0.586
S 6.850 1.092 -1.687
O 7.553 2.333 -1.644
O 6.986 0.264 -2.846
C 7.534 0.080 -0.256
F 8.830 0.388 -0.206
F 7.420 -1.216 -0.469
F 6.976 0.420 0.900
H 1.569 -1.360 -2.365
H 1.027 0.204 -2.936
H 2.073 0.142 -1.544
H 3.355 1.602 -4.460
H 4.800 0.685 -4.104
H 5.926 2.741 -3.579
H 5.395 3.759 -2.275
H 4.178 3.481 -5.050
H 3.272 4.238 -3.767
H 6.076 5.152 -3.981
H 5.079 5.599 -5.351
H 5.027 7.355 -3.550
H 3.425 6.655 -3.707
H 4.474 6.183 -2.374
H 3.304 3.713 -1.688
H 1.439 4.566 -2.226
H 0.767 3.666 -0.822
H -0.492 2.453 -2.964
H -0.350 4.113 -3.511
H -1.901 4.755 -2.091
H -2.685 2.306 -2.482
H -3.422 3.317 -1.253
H -1.111 2.298 -0.014
H -2.475 -0.220 -0.599
H -0.745 0.135 -0.567
H -1.666 0.421 -2.059
H -2.800 1.146 1.142
H 2.835 2.881 0.368
H 3.904 -2.056 -0.194
F -1.060 -0.029 3.273
C -2.003 0.213 4.211
C -3.044 1.057 3.888
C -4.018 1.317 4.841
C -3.932 0.734 6.098
C -2.873 -0.112 6.399
C -1.896 -0.383 5.450
H -3.077 1.505 2.907
H -4.845 1.972 4.600
H -4.692 0.937 6.838
H -2.805 -0.567 7.379
H -1.066 -1.044 5.661
F -1.109 -2.394 1.100
C -0.331 -3.132 1.918
C -0.912 -4.131 2.672
C -0.104 -4.891 3.506
C 1.259 -4.637 3.581
C 1.819 -3.623 2.815
C 1.021 -2.863 1.972
H -1.977 -4.307 2.604
H -0.541 -5.682 4.101
H 1.884 -5.231 4.235
H 2.880 -3.421 2.877
H 1.435 -2.068 1.364
F 4.315 7.917 -7.107
C 5.424 7.711 -7.851
C 5.348 6.867 -8.940
C 6.488 6.655 -9.701
C 7.680 7.279 -9.362
C 7.733 8.121 -8.259
C 6.597 8.345 -7.494
H 4.414 6.384 -9.183
H 6.440 5.999 -10.560
H 8.568 7.109 -9.956
H 8.662 8.605 -7.989
H 6.615 8.999 -6.633
F 1.490 6.948 -2.045
C 1.249 8.277 -2.038
C 0.755 8.869 -3.183
C 0.508 10.234 -3.174
C 0.764 10.983 -2.034
C 1.264 10.365 -0.896
C 1.509 9.000 -0.892
H 0.571 8.267 -4.063
H 0.117 10.712 -4.062
H 0.573 12.048 -2.033
H 1.468 10.947 -0.008
H 1.893 8.497 -0.014
F -7.086 0.433 6.474
C -7.532 -0.731 5.956
C -7.779 -0.806 4.600
C -8.231 -2.007 4.072
C -8.435 -3.106 4.897
C -8.182 -3.001 6.259
C -7.722 -1.807 6.798
H -7.617 0.062 3.975
H -8.423 -2.086 3.010
H -8.789 -4.033 4.477
H -8.341 -3.853 6.907
H -7.512 -1.707 7.855
F 4.102 4.213 -10.330
C 2.788 3.983 -10.540
C 2.420 3.001 -11.437
C 1.069 2.765 -11.648
C 0.114 3.510 -10.970
C 0.510 4.494 -10.074
C 1.858 4.735 -9.850
H 3.181 2.436 -11.958
H 0.763 1.995 -12.343
H -0.938 3.324 -11.140
H -0.232 5.078 -9.547
H 2.185 5.492 -9.150
F -9.078 -5.550 3.159
C -10.353 -5.917 2.889
C -10.570 -6.939 1.988
C -11.877 -7.317 1.714
C -12.937 -6.669 2.335
C -12.690 -5.642 3.235
C -11.388 -5.259 3.523
H -9.729 -7.425 1.512
H -12.066 -8.119 1.015
H -13.954 -6.965 2.116
H -13.515 -5.134 3.717
H -11.175 -4.465 4.225
F -1.730 -7.812 4.872
C -0.616 -8.519 5.161
C -0.316 -9.636 4.408
C 0.834 -10.352 4.708
C 1.656 -9.953 5.752
C 1.333 -8.828 6.497
C 0.190 -8.098 6.200
H -0.974 -9.933 3.602
H 1.086 -11.227 4.124
H 2.547 -10.519 5.986
H 1.969 -8.517 7.315
H -0.078 -7.213 6.764
F 0.943 -11.502 8.570
C -0.012 -11.270 9.492
C -1.071 -10.448 9.160
C -2.055 -10.214 10.110
C -1.964 -10.792 11.369
C -0.887 -11.611 11.680
C 0.099 -11.859 10.735
H -1.117 -10.004 8.174
H -2.895 -9.578 9.864
H -2.732 -10.604 12.107
H -0.813 -12.060 12.661
H 0.943 -12.499 10.954

Atom charges from the Löwdin analysis, given in e for atoms 1 to 5: atom 1 (H): 0.048, atom 2 (N): 0.139, atom 3 (C): -0.396, atom 4 (C): -0.045, atom 5 (C): -0.056

***

2.
# C74H79F8N6O4S

A cluster of 9 separate species, C74H79F8N6O4S in total (wB97M-V/def2-TZVPD, the OMol25 dataset).

HOMO in eV: -10.05
Strongest force on any atom in eV Å⁻¹: 8.70
Total charge: +1
Kohn-Sham gap in eV: 6.8

Element x y z (Å)
C 5.182 0.575 2.530
C 6.543 1.433 2.218
N 6.347 2.685 1.397
C 5.704 2.426 0.054
C 6.165 1.039 -0.688
N 5.632 1.086 -2.102
C 4.511 0.110 -2.353
N 3.387 0.244 -1.527
C 2.135 -0.600 -1.636
C 2.263 -1.937 -0.641
C 1.638 -3.305 -1.333
C 0.193 -3.000 -2.048
C -0.944 -4.189 -1.795
C -2.397 -3.368 -1.692
C -2.625 -2.421 -3.015
S -2.450 -0.571 -2.678
C -4.158 0.153 -2.392
N -5.255 0.387 -3.423
N -6.358 0.916 -2.764
C -5.945 1.065 -1.286
O -4.547 0.579 -1.037
N 4.427 -0.956 -3.414
C 5.727 -1.190 -4.146
C 7.051 -0.622 -3.332
C 6.745 1.009 -3.117
O 6.432 1.569 -4.441
C 5.618 2.788 -4.319
O 4.326 2.700 -4.693
C 6.205 4.226 -3.739
C 7.807 4.606 -3.621
C 8.181 6.129 -3.052
C 7.032 7.240 -2.600
C 5.450 6.829 -2.737
C 5.036 5.336 -3.299
C 5.665 3.798 2.159
C 4.129 3.799 2.734
O 6.379 4.937 2.351
H 5.430 -0.558 2.250
H 4.997 0.580 3.693
H 4.216 0.966 1.998
H 6.957 1.792 3.279
H 7.399 0.716 1.795
H 4.549 2.564 0.185
H 6.058 3.315 -0.658
H 5.792 0.053 -0.151
H 7.355 0.987 -0.658
H 3.375 1.001 -0.778
H 1.869 -0.881 -2.742
H 1.247 0.038 -1.162
H 1.739 -1.713 0.404
H 3.392 -2.180 -0.387
H 1.603 -4.228 -0.590
H 2.396 -3.600 -2.198
H 0.376 -2.839 -3.193
H -0.253 -2.037 -1.502
H -0.949 -4.861 -2.779
H -0.735 -4.824 -0.825
H -2.256 -2.633 -0.762
H -3.273 -4.133 -1.489
H -3.749 -2.577 -3.380
H -1.882 -2.670 -3.884
H -6.615 1.497 -0.422
H 4.180 -1.908 -3.006
H 5.886 -2.361 -4.236
H 5.687 -0.796 -5.271
H 8.014 -0.816 -3.970
H 7.056 -1.203 -2.295
H 7.769 1.484 -2.744
H 8.647 3.858 -3.951
H 9.310 6.484 -2.966
H 7.281 8.319 -2.206
H 4.599 7.603 -2.458
H 3.891 5.045 -3.425
H 3.378 3.591 1.830
H 3.910 2.917 3.508
H 3.780 4.809 3.212
F 9.509 0.897 -1.547
C 10.489 1.057 -0.648
C 11.814 0.942 -1.053
C 12.835 1.113 -0.118
C 12.519 1.388 1.215
C 11.186 1.497 1.612
C 10.165 1.336 0.675
H 12.041 0.720 -2.090
H 13.875 1.033 -0.426
H 13.316 1.517 1.944
H 10.942 1.706 2.651
H 9.124 1.426 0.966
F -10.301 2.216 4.548
C -9.762 1.640 3.465
C -9.125 0.411 3.589
C -8.568 -0.191 2.461
C -8.647 0.448 1.221
C -9.285 1.684 1.108
C -9.850 2.281 2.234
H -9.066 -0.067 4.562
H -8.074 -1.156 2.546
H -8.209 -0.020 0.342
H -9.341 2.182 0.143
H -10.358 3.238 2.162
F -9.273 -1.929 6.072
C -10.059 -1.632 7.115
C -11.189 -0.845 6.919
C -12.011 -0.541 8.004
C -11.687 -1.017 9.277
C -10.548 -1.802 9.465
C -9.733 -2.116 8.377
H -11.420 -0.477 5.925
H -12.901 0.067 7.860
H -12.326 -0.776 10.124
H -10.296 -2.169 10.457
H -8.849 -2.732 8.504
F -2.334 -7.269 -3.274
C -3.359 -6.913 -4.059
C -3.272 -5.748 -4.813
C -4.337 -5.380 -5.635
C -5.483 -6.177 -5.686
C -5.564 -7.342 -4.922
C -4.494 -7.715 -4.109
H -2.377 -5.137 -4.755
H -4.275 -4.475 -6.235
H -6.316 -5.887 -6.324
H -6.459 -7.958 -4.960
H -4.536 -8.622 -3.515
F -14.029 -4.773 6.391
C -13.568 -4.537 5.156
C -12.513 -3.649 4.977
C -12.030 -3.407 3.691
C -12.615 -4.048 2.596
C -13.677 -4.933 2.785
C -14.153 -5.184 4.072
H -12.077 -3.155 5.838
H -11.200 -2.721 3.541
H -12.240 -3.856 1.593
H -14.134 -5.428 1.931
H -14.972 -5.876 4.238
F 10.152 8.556 -3.194
C 11.133 8.716 -2.295
C 12.458 8.601 -2.700
C 13.479 8.773 -1.765
C 13.163 9.047 -0.433
C 11.829 9.156 -0.035
C 10.809 8.995 -0.972
H 12.684 8.379 -3.738
H 14.519 8.692 -2.073
H 13.959 9.176 0.297
H 11.586 9.366 1.004
H 9.767 9.086 -0.682
F -5.497 6.662 4.368
C -6.576 6.141 4.967
C -7.017 6.678 6.171
C -8.144 6.139 6.792
C -8.811 5.060 6.206
C -8.357 4.524 5.000
C -7.237 5.071 4.374
H -6.482 7.511 6.615
H -8.502 6.557 7.729
H -9.687 4.637 6.693
H -8.875 3.682 4.549
H -6.876 4.672 3.432
F 2.920 -11.075 -3.857
C 2.130 -10.183 -4.469
C 0.977 -9.738 -3.831
C 0.158 -8.805 -4.466
C 0.495 -8.335 -5.737
C 1.651 -8.790 -6.371
C 2.477 -9.715 -5.732
H 0.727 -10.121 -2.847
H -0.742 -8.446 -3.972
H -0.148 -7.610 -6.233
H 1.909 -8.426 -7.363
H 3.384 -10.073 -6.207

Atom charges from the Löwdin analysis, given in e for atoms 1 to 5: atom 1 (C): -0.125, atom 2 (C): -0.232, atom 3 (N): -0.139, atom 4 (C): -0.146, atom 5 (C): -0.130